(1)
14
Properties=species:S:1:pos:R:3:forces:R:3 method="wB97M-V/def2-TZVPD" lumo_energy_ha=0.014 gap_ha=0.324
O 0.1942 -1.4804 -1.5540 -0.0812 -0.2987 0.0298
C -1.7383 -0.3369 0.8588 -0.5419 3.3055 1.1498
C -1.8623 0.2617 -0.4783 -0.0610 0.2455 -1.3496
H 2.8055 -0.2197 0.3510 -1.1380 0.4847 0.9849
H -2.1846 0.4553 1.5709 0.5634 -1.3878 -0.8126
N 0.7642 0.4903 0.2185 -0.1072 -0.4341 0.6772
H -2.2600 -1.2300 0.9287 -1.0431 -1.6989 0.1234
H 0.4714 -1.7256 -2.4740 -0.2665 0.9927 1.0541
C 2.1468 0.6982 0.4694 2.4642 0.9575 1.2176
H 2.1692 1.1962 1.5564 0.5443 -1.3707 -2.3904
S 0.1276 0.2009 -1.1144 -0.8752 0.4339 -2.9637
H -0.6665 -0.3969 1.0404 -0.2210 -0.3310 0.6157
O -2.7379 0.7437 -1.1433 2.1009 -1.0088 1.1882
H 2.7706 1.3432 -0.2301 -1.3379 0.1102 0.4754

=====

(2)
69
Properties=species:S:1:pos:R:3:forces:R:3 method="wB97M-V/def2-TZVPD" lumo_energy_ha="0.006 / 0.009" multiplicity=2 s2=0.92 gap_ha="0.278 / 0.299"
C -1.6157 0.4221 2.9597 -0.0060 0.0370 0.0051
H -0.8691 1.1946 3.1461 0.0202 -0.0156 0.0163
As -1.5841 0.1416 1.0080 -0.1722 0.2295 -0.0602
C -5.1496 0.2235 4.3201 0.0279 0.0023 -0.0153
C -3.8369 1.0909 -6.4909 0.0301 0.0008 0.0186
H 0.2444 1.9326 -3.9848 -0.0141 0.0176 0.0274
H 1.1631 1.2521 2.1850 0.0758 0.0910 0.0090
C 5.6244 1.7813 2.0926 -0.0006 0.0303 0.0131
H -3.7143 -1.1753 0.7503 -0.0426 0.0149 0.0115
H -2.0665 -3.3341 0.1139 -0.0236 -0.0067 0.0683
H -0.2799 2.2494 0.6003 0.0064 0.0058 -0.0025
C -3.8915 -0.1431 3.8660 -0.0107 0.0076 0.0153
N 1.1784 -0.1582 -0.8963 0.0176 0.0074 -0.0714
H -3.5538 0.0315 -0.5352 0.0248 -0.0124 -0.0066
H -5.8626 -0.5401 4.6041 0.0019 0.0030 -0.0009
H -2.5796 2.9256 3.3467 -0.0033 -0.0018 0.0027
H -4.1022 0.5282 1.0851 0.0188 0.0142 0.0103
C -0.2813 0.3122 -2.8181 -0.0293 -0.0108 -0.0376
C -1.0550 -3.2512 0.4815 -0.0920 0.1043 -0.1588
H -1.3266 -2.8706 2.6837 0.0107 -0.0195 0.0070
C 0.7295 -3.0531 1.9071 0.0857 0.0004 -0.0887
O 1.5128 2.1799 2.3970 -0.1040 -0.1497 -0.0494
H -2.6201 2.8005 -3.8323 -0.0027 -0.0049 -0.0077
H 6.6990 1.6727 2.0290 -0.0058 0.0051 -0.0012
C -1.6543 1.1238 -4.7567 0.0301 0.0373 0.0217
C 0.1037 -3.4414 -0.2772 -0.0068 0.0961 -0.2991
C 1.2159 -3.2143 0.5749 0.0145 0.0471 -0.0162
H 2.7703 1.0127 -0.5997 -0.0259 0.0249 0.0035
H 3.0329 -1.1469 1.2085 -0.0258 -0.0469 -0.0109
H -1.2461 -0.4987 3.4067 -0.0218 -0.0262 0.0089
C -2.8166 0.1606 -6.6358 -0.0256 0.0139 -0.0043
C -3.7644 2.0404 -5.4817 0.0166 -0.0097 0.0035
C -0.4956 1.1511 -3.8317 -0.0918 0.0162 -0.0758
C 2.5035 -0.1844 1.1391 -0.0068 0.0052 -0.0506
H -4.6849 1.0764 -7.1629 0.0005 -0.0019 0.0003
H -1.9955 2.6365 0.8681 -0.0160 -0.0148 -0.0065
N 2.3828 0.1137 -0.3340 -0.0464 -0.0524 0.0624
C -2.6757 2.0598 -4.6214 0.0048 0.0138 -0.0178
C 5.0618 2.9283 2.6411 0.0005 -0.0524 -0.0235
Co 0.0506 -1.3711 0.4650 0.5055 -0.6802 1.0146
H -2.8675 -0.5822 -7.4215 0.0036 0.0034 0.0030
C -4.5665 2.5349 4.0570 0.0154 -0.0203 -0.0067
H 5.2107 -0.1316 1.2085 -0.0042 0.0027 0.0021
C -3.4450 -0.1420 0.5339 -0.0147 -0.0367 0.0366
H -4.8208 3.5841 4.1371 0.0001 -0.0012 0.0009
C -0.6544 -3.0291 1.8540 -0.1153 0.0841 -0.0440
C 3.4079 0.8940 1.7075 -0.0440 0.0091 0.0332
H 3.2364 3.9401 3.1868 0.0058 -0.0149 -0.0078
C 3.6867 3.0609 2.7430 -0.0062 0.0203 0.0071
C 2.8516 2.0468 2.2821 0.0714 -0.0481 -0.0124
C -5.4937 1.5657 4.4122 0.0096 0.0023 -0.0019
C -1.3034 1.9520 0.3773 -0.1029 0.0591 -0.0293
C -2.9541 0.8209 3.4996 0.0516 0.0012 -0.0255
C -3.3061 2.1640 3.6073 -0.0301 0.0108 -0.0085
C 4.7888 0.7728 1.6349 -0.0060 0.0399 -0.0071
H -0.9387 -0.5539 -5.8798 -0.0094 0.0041 -0.0025
H -1.4744 1.9823 -0.6995 0.0302 0.0006 0.0047
C 0.9038 0.4525 -1.9834 0.0847 0.0307 -0.0358
H 0.1389 -3.6317 -1.3378 0.0408 -0.0127 0.0010
Br -1.5167 -1.0760 -2.4800 0.0187 -0.0326 -0.0484
H -6.4749 1.8537 4.7665 0.0061 -0.0024 -0.0022
H 1.3357 -2.8346 2.7709 -0.0124 0.0235 -0.0011
H 1.6167 1.1847 -2.3681 0.0017 -0.0043 -0.0091
H -3.6292 -1.1933 3.7941 -0.0010 0.0029 0.0021
C -1.7312 0.1768 -5.7736 0.0147 -0.0280 0.0224
H -4.5568 2.7681 -5.3622 0.0055 -0.0031 -0.0013
H 2.2525 -3.2468 0.2779 -0.0014 -0.0615 0.0159
H 5.7011 3.7233 3.0045 -0.0012 -0.0039 0.0015
O 1.2718 -0.2531 1.7210 -0.1298 0.2557 -0.2014

=====

(3)
51
Properties=species:S:1:pos:R:3:forces:R:3 method="wB97M-V/def2-TZVPD" charge=-2 lumo_energy_ha="0.140 / 0.090" multiplicity=2 s2=0.76 gap_ha="0.115 / 0.064"
C 3.8352 1.1481 0.8209 0.5547 -0.5773 0.0733
C -1.5215 0.1050 2.4704 -0.2492 0.4205 -0.2452
H 0.1653 -5.1713 0.1734 -0.0345 -0.0659 -0.2625
H -4.9169 1.3782 3.8831 0.1922 0.1530 0.3198
C 2.3243 2.9970 1.4005 0.2990 0.2490 0.8176
C -2.8951 0.6753 4.3699 -0.7630 0.5941 0.3720
N 1.9102 0.8085 -2.8728 0.3028 -0.6886 -1.3652
H -2.4708 0.3653 0.5475 0.0999 0.1077 -0.1303
H 0.9485 1.0367 -3.1048 0.3713 -0.0054 0.6027
C -3.9349 1.0829 3.5334 0.3707 -0.7696 -0.8061
C -2.5732 0.4750 1.6127 0.0995 -0.1473 0.8686
C 1.3180 3.8734 0.9698 -0.5122 -0.0015 -0.7958
C -1.7001 0.2204 3.8579 0.4315 -0.0887 -0.6739
H 2.3240 0.1260 -3.5192 -0.3282 0.5174 0.6897
H 2.9372 3.2368 2.2688 -0.0117 -0.0368 -0.1911
C -0.2816 -4.8116 -2.0142 -0.3043 -0.0570 0.3800
Cd -1.0893 -0.4727 -1.6464 1.1220 0.9257 0.5932
C -3.7629 0.9501 2.1483 -0.2307 0.1164 0.5412
H 5.1200 -0.4195 0.1098 -0.4499 0.2984 -0.0801
H 0.2241 -2.8419 1.5158 0.0321 0.1795 -0.2894
C -0.0526 -4.5213 -0.6679 0.1452 0.9461 0.3522
N 0.6568 2.2952 -0.7047 -2.5129 -1.9354 -1.5887
H 4.4505 1.2937 1.7059 -0.2618 0.2138 0.0166
Te -1.5816 -0.1435 -5.1372 0.5812 -0.8212 -0.0805
H -4.6066 1.2142 1.5174 0.2496 -0.0158 -0.1859
H -0.8828 -0.0194 4.5405 -0.1596 -0.0762 -0.2420
C 2.4083 0.8083 -1.5792 0.0420 -0.2167 0.3291
H -0.7417 -3.4648 -3.6930 -0.1891 0.3127 -0.3669
H 3.9380 -0.6737 -2.0290 -0.1961 0.0559 0.0193
C -0.5497 -3.5927 -2.6496 0.4099 -1.1472 -0.0774
C -0.1566 -3.1135 -0.5660 0.0198 -1.1892 -0.6346
H -0.3613 -5.7878 -2.4393 0.1103 -0.3817 -0.3246
Se 0.2191 -1.6036 -6.1151 -1.2625 0.7418 0.6349
C 3.5465 0.0178 -1.2863 -0.0789 0.1890 -0.3409
C 1.8872 1.6218 -0.5627 0.7579 -0.3810 -0.1403
C -0.4165 1.7282 -1.4481 2.7309 -0.5979 1.4151
C 2.6841 1.9126 0.5802 -0.4812 0.2196 0.3721
Se -3.4763 -1.5655 -4.0607 0.4292 0.4674 0.3793
H -0.3120 4.1211 -0.4138 -0.0893 0.1959 -0.2717
N -0.3141 -1.0540 0.6458 -0.5084 -0.1972 -0.5869
C -0.1939 -0.3424 1.8999 -0.0609 -0.8386 -0.0186
C 4.2246 0.1944 -0.0869 0.4772 -0.4374 -0.1892
C -0.0604 -2.3028 0.5857 0.1457 0.0499 1.5575
N -0.4507 -2.5966 -1.7898 -0.1672 1.3246 0.1719
S -1.5856 2.7131 -2.0134 -1.6969 1.1587 -0.7293
H 1.1956 4.8690 1.4400 -0.1293 -0.7473 -0.2517
C 0.5258 3.5340 -0.1055 0.5885 1.7443 1.1734
H -3.0203 0.7545 5.4450 0.0233 -0.0364 0.0084
H 0.4522 0.4946 1.6971 0.2611 0.6711 0.1526
Se -3.6910 -0.5674 -1.8738 -0.2419 -0.4660 -1.0443
H 0.3043 -0.9851 2.6396 0.0721 0.0711 0.0731

=====

What max |F| values result from the calculations? In sequence: 0.0689, 0.0257, 0.0690 hartree/bohr.
What energy values result from the calculations? In sequence: -721.80739, -7614.86204, -9107.02700 hartree.